Entry 1:
Density functional theory data (the ωB97M-V functional and the def2-TZVPD basis) for a 2-piece molecular cluster, C3H9O2S overall.

```
! RIJCOSX wB97M-V def2-TZVPD def2/J DEFGRID3
* xyz -1 1
C -0.7463 0.0478 -0.3211
O -0.5638 0.2407 -1.6334
C 0.2939 0.7263 0.6301
C 1.5300 -0.1852 0.7721
S 2.8328 0.7258 1.6660
H -0.6643 -1.0202 0.0475
H -1.7135 0.3977 0.1314
H 0.5922 1.7302 0.3085
H -0.1506 0.8604 1.6468
H 1.9225 -0.5798 -0.1594
H 1.2428 -1.0215 1.4032
H 2.1244 1.7201 2.1943
H -2.4960 -1.7035 -1.7278
H -1.6833 -0.6904 -2.3944
O -2.5209 -1.2484 -2.5639
*
```

Results
Calculated total energy ... -18187.327 eV
Energy relative to the best compared isomer or geometry (same formula, charge and spin) ... 0.595 eV
HOMO ... -3.40 eV

Entry 2:
Density functional theory data (the ωB97M-V functional and the def2-TZVPD basis) for C3H9O3 as an isolated structure.

```
! RIJCOSX wB97M-V def2-TZVPD def2/J DEFGRID3
* xyz -1 1
C 0.0943 -0.8050 -0.6024
C 0.2508 -0.2555 -2.0276
O -0.7591 -0.7828 -2.9575
C 0.2646 0.2762 0.4677
O 0.4278 -0.2882 1.7201
H 0.7531 -1.6457 -0.4020
H -0.9119 -1.2503 -0.5500
H 0.0580 0.8128 -2.0366
H 1.1684 -0.5829 -2.5145
H -1.2150 -1.4929 -2.5619
H 1.1551 0.8754 0.1759
H -0.6538 0.8987 0.4721
H 0.0194 0.6635 2.5203
H -0.8448 1.8995 3.5924
O -0.0976 1.6203 3.0297
*
```

Results
Calculated total energy ... -9399.033 eV
Energy relative to the best compared isomer or geometry (same formula, charge and spin) ... 0.694 eV
HOMO ... -3.55 eV

Entry 3:
Density functional theory data (the ωB97M-V functional and the def2-TZVPD basis) for a 2-piece molecular cluster, C3H9O3 overall.

```
! RIJCOSX wB97M-V def2-TZVPD def2/J DEFGRID3
* xyz 0 2
C -0.0868 -0.5527 -0.3655
C -0.0060 0.5319 -1.4079
O 0.6864 0.1326 -2.6160
C 1.2117 -0.3672 0.6153
O 1.1611 -1.1107 1.6526
H -0.1075 -1.5871 -0.7315
H -0.9716 -0.4686 0.3160
H -1.0132 0.7976 -1.8455
H 0.4776 1.4170 -1.1485
H 1.4795 -0.3211 -2.0555
H 2.1723 -0.4967 0.0830
H 1.1331 0.8424 0.8132
H -1.7028 1.0196 2.3643
H -2.0006 -0.3167 2.0004
O -2.4331 0.4796 2.3254
*
```

Results
Calculated total energy ... -9395.469 eV
Expectation value of S² ... 0.756
Energy relative to the best compared isomer or geometry (same formula, charge and spin) ... 1.539 eV
HOMO (spin up / spin down) ... -10.67 / -10.25 eV

Entry 4:
Density functional theory data (the ωB97M-V functional and the def2-TZVPD basis) for a 3-piece molecular cluster, C3H9O3S overall.

```
! RIJCOSX wB97M-V def2-TZVPD def2/J DEFGRID3
* xyz -2 2
O -3.4228 2.6928 0.6904
C -2.5101 1.7973 0.5866
C -2.0545 1.1014 -0.6996
C -0.6600 0.4179 -0.4785
S 2.0024 -0.5195 1.7692
H -1.8932 1.5071 1.4489
H -2.6371 0.3762 -1.3006
H -2.0206 1.9519 -1.4117
H -0.7238 -0.2063 -1.3452
H 0.1934 1.0986 -0.3637
H 3.4537 -2.0014 2.4254
H -0.4283 -0.0458 0.5180
O 2.5479 -2.2613 2.1824
H 3.3573 -2.1807 -0.9170
H 1.9561 -1.7429 -1.4100
O 2.8397 -1.9853 -1.6945
*
```

Results
Calculated total energy ... -20230.217 eV
Expectation value of S² ... 0.754
Energy relative to the best compared isomer or geometry (same formula, charge and spin) ... 0.673 eV
HOMO (spin up / spin down) ... 3.17 / -0.21 eV

Entry 5:
Density functional theory data (the ωB97M-V functional and the def2-TZVPD basis) for C3H9O3SSi as an isolated structure.

```
! RIJCOSX wB97M-V def2-TZVPD def2/J DEFGRID3
* xyz -1 1
C -1.8301 1.4880 0.0055
C -0.9396 -1.4799 -0.6698
C 1.3167 -0.3047 1.7162
O 0.9452 0.8450 -0.6099
O 3.2388 0.7124 0.1967
O 2.2331 -1.3342 -0.7070
Si -0.5261 0.3952 -0.8734
S 2.0964 -0.1517 0.1932
H -2.7977 0.8507 0.0197
H -1.4076 1.7776 1.0246
H -1.9497 2.3309 -0.5607
H -1.3909 -1.8277 -1.5762
H 0.1586 -1.8533 -0.3802
H -1.6033 -1.6064 0.2392
H 1.6127 0.6663 2.3109
H 1.7112 -1.2679 2.0825
H -0.8675 0.7597 -2.4113
*
```

Results
Calculated total energy ... -28112.718 eV
Energy relative to the best compared isomer or geometry (same formula, charge and spin) ... 1.019 eV
HOMO ... -3.86 eV

Entry 6:
Density functional theory data (the ωB97M-V functional and the def2-TZVPD basis) for C3H9O4P as an isolated structure.

```
! RIJCOSX wB97M-V def2-TZVPD def2/J DEFGRID3
* xyz 0 1
O -0.4468 1.1713 0.7615
O 1.2763 -0.5466 0.5875
O 0.4716 0.8817 -1.4678
O -1.1497 -1.0458 -0.4868
C 0.6980 -1.1533 1.7746
C 1.8650 1.3815 -1.4200
C -2.4589 -0.5410 -0.3465
P 0.0146 0.1361 -0.1471
H 1.4550 -1.5311 2.4738
H 0.1023 -1.9693 1.3595
H 0.0403 -0.4646 2.2822
H 2.6113 0.8697 -2.0733
H 1.8004 2.4007 -1.9891
H 2.1644 1.6460 -0.4005
H -2.4438 0.5187 -0.3628
H -3.0429 -0.8821 -1.1358
H -2.9574 -0.8721 0.5906
*
```

Results
Calculated total energy ... -20736.602 eV
Energy relative to the best compared isomer or geometry (same formula, charge and spin) ... 0.676 eV
HOMO ... -10.37 eV

Entry 7:
Density functional theory data (the ωB97M-V functional and the def2-TZVPD basis) for a 2-piece molecular cluster, C3H9OPS2 overall.

```
! RIJCOSX wB97M-V def2-TZVPD def2/J DEFGRID3
* xyz 0 1
C 0.1600 0.3994 2.8643
C 1.3884 0.7705 -2.1232
C -1.6646 -1.6829 -0.5676
O -0.9171 1.0605 0.3185
P -0.1013 0.0599 0.9995
S 2.3041 -0.2222 -0.9278
S -0.9909 -1.8926 1.1023
H -0.6231 1.1725 3.0684
H -0.2349 -0.4448 3.3217
H 1.1642 0.5884 3.1663
H 0.6662 1.2752 -1.5648
H 0.9164 0.0688 -2.9038
H 2.0645 1.5071 -2.5674
H -0.7868 -1.6089 -1.1553
H -2.2269 -0.7780 -0.6289
H -2.3264 -2.5455 -0.5078
*
```

Results
Calculated total energy ... -36262.240 eV
Energy relative to the best compared isomer or geometry (same formula, charge and spin) ... 3.690 eV
HOMO (spin up / spin down) ... -8.77 / -8.53 eV

Entry 8:
Density functional theory data (the ωB97M-V functional and the def2-TZVPD basis) for a 2-piece molecular cluster, C3H9OS overall.

```
! RIJCOSX wB97M-V def2-TZVPD def2/J DEFGRID3
* xyz -1 1
C -0.8046 -0.5465 1.8787
C 0.6366 -0.3482 1.4681
C 0.8698 -0.6172 -0.0727
S 1.0227 1.1032 -1.0002
H -1.1427 -0.0321 2.8106
H -1.4671 -0.0133 1.1093
H -1.1373 -1.4896 1.8756
H 1.2694 -1.0258 2.0405
H 1.0850 0.6291 1.6037
H 1.7535 -1.1556 -0.0365
H 0.1875 -1.3362 -0.7131
H -1.5837 0.2878 -1.0286
H -1.5167 -0.9980 -0.9906
O -2.2527 -0.4306 -1.2891
*
```

Results
Calculated total energy ... -16139.457 eV
Energy relative to the best compared isomer or geometry (same formula, charge and spin) ... 1.599 eV
HOMO ... -2.77 eV

Calculated max |F| (Eh/bohr), listed in the same order as above: 0.0279, 0.0402, 0.1023, 0.0427, 0.0962, 0.0733, 0.0563, 0.1128
Calculated molar mass (g mol⁻¹), listed in the same order as above: 109.17, 93.10, 93.10, 125.17, 153.25, 140.08, 156.21, 93.17